No. 1
This record from the OMol25 dataset describes a cluster of 9 separate species, C40H80N2O18 in total in a non-equilibrium geometry. The level of theory is the ωB97M-V functional and the def2-TZVPD basis.

CARTESIAN COORDINATES (ANGSTROEM)
O: -0.96006 -2.23530 3.99774
N: -1.92260 -1.52498 3.88215
O: -2.68903 -1.58599 2.94701
C: -2.24381 -0.51264 4.89731
C: -3.25435 0.40996 4.63163
C: -3.60088 1.33453 5.59935
C: -2.91895 1.32140 6.81550
C: -1.88087 0.41597 7.04222
C: -1.54522 -0.52015 6.08525
H: -3.83031 0.34323 3.72064
H: -4.37324 2.07453 5.44660
H: -3.08871 2.02059 7.62406
H: -1.34535 0.49581 7.97816
H: -0.71646 -1.17376 6.31911
O: -7.52524 3.21965 1.09684
N: -7.44258 2.10919 1.58333
O: -8.20072 1.69364 2.44163
C: -6.40729 1.18641 1.07890
C: -6.54373 -0.18656 1.28779
C: -5.54479 -1.04575 0.87677
C: -4.35014 -0.45066 0.49298
C: -4.18246 0.90943 0.28474
C: -5.26692 1.75766 0.56933
H: -7.45076 -0.49990 1.79025
H: -5.58565 -2.06603 1.23112
H: -3.56401 -1.20046 0.47658
H: -3.19539 1.24563 0.00400
H: -5.23667 2.82272 0.38817
C: 0.48173 -0.98389 1.19321
O: -0.50999 0.09598 1.08816
C: -0.56579 0.86602 -0.10551
C: -1.22356 0.07244 -1.24830
O: -0.43263 -1.02260 -1.64159
C: -0.89968 -1.61310 -2.84852
H: 0.80951 -0.89660 2.22497
H: 1.27934 -0.99178 0.45868
H: -0.17781 -1.82938 1.00196
H: 0.39400 1.23436 -0.48323
H: -1.21987 1.74314 -0.07416
H: -1.35146 0.76041 -2.10080
H: -2.22034 -0.28037 -0.95443
H: -1.98969 -1.71483 -2.90361
H: -0.44128 -2.59658 -2.87065
H: -0.62290 -0.97633 -3.69521
C: 2.37945 10.38550 0.22992
O: 2.59411 9.01858 0.02306
C: 1.45302 8.22712 -0.22767
C: 1.94550 6.89219 -0.73099
O: 0.95812 5.90867 -0.45196
C: 1.39198 4.57978 -0.41227
H: 2.35838 11.00115 -0.67676
H: 3.18463 10.82018 0.82095
H: 1.42816 10.51439 0.75684
H: 0.75712 8.77590 -0.87802
H: 0.83517 8.18257 0.68169
H: 2.86745 6.61377 -0.21769
H: 2.05064 6.93405 -1.81768
H: 2.20944 4.49547 0.31489
H: 1.51047 4.25627 -1.45604
H: 0.61391 3.92599 -0.00411
C: -4.73455 -6.56444 -4.31843
O: -5.16658 -5.29380 -3.90081
C: -4.95591 -4.30534 -4.88422
C: -5.05587 -2.93510 -4.27743
O: -3.76081 -2.48199 -3.82503
C: -3.80948 -1.26908 -3.12986
H: -5.08020 -7.33237 -3.62471
H: -3.65814 -6.67553 -4.45246
H: -5.28365 -6.84440 -5.22687
H: -5.67224 -4.35962 -5.70855
H: -3.94203 -4.38696 -5.29122
H: -5.74428 -2.99242 -3.42892
H: -5.27455 -2.15786 -5.01308
H: -3.84646 -1.44569 -2.04704
H: -4.68670 -0.64329 -3.32529
H: -2.89197 -0.70213 -3.29418
C: 2.34033 2.30837 2.32057
O: 3.52489 3.05774 2.50180
C: 3.31085 4.20120 3.28851
C: 4.52452 5.14521 3.21516
O: 4.62791 5.76068 1.95192
C: 5.37154 5.06992 1.00232
H: 1.48290 2.30672 2.99766
H: 2.66839 1.26228 2.36359
H: 1.96209 2.40995 1.30018
H: 2.99918 4.03430 4.33193
H: 2.43507 4.80018 2.99093
H: 5.46069 4.67582 3.52257
H: 4.23457 5.96703 3.87609
H: 4.97417 5.16109 -0.01369
H: 5.51932 4.00554 1.20614
H: 6.40353 5.43538 0.85911
C: 0.94956 -4.96816 0.24804
O: 2.18771 -5.47919 -0.17838
C: 2.37985 -5.29481 -1.55694
C: 3.80420 -5.51114 -2.00533
O: 4.66165 -4.70728 -1.20979
C: 5.50440 -5.49142 -0.40395
H: 0.76882 -3.91534 0.01097
H: 0.91522 -5.14652 1.32208
H: 0.10831 -5.52993 -0.18394
H: 2.05316 -4.28916 -1.85240
H: 1.71837 -5.94875 -2.14849
H: 3.93610 -5.26042 -3.06023
H: 4.07725 -6.56590 -1.89987
H: 4.94270 -6.04696 0.34739
H: 6.26812 -4.92403 0.14079
H: 6.22017 -6.09105 -0.98229
C: -0.86939 -2.49962 -7.33564
O: -1.52434 -1.22640 -7.27485
C: -1.45163 -0.54394 -6.01782
C: -0.14316 0.20178 -5.96262
O: 0.95404 -0.68771 -5.83433
C: 2.10388 -0.08058 -5.33543
H: 0.21660 -2.43671 -7.34109
H: -1.21913 -2.84785 -8.30559
H: -1.17285 -3.13333 -6.49997
H: -1.43539 -1.30514 -5.22784
H: -2.30473 0.11731 -5.88022
H: -0.10518 0.79458 -5.03252
H: -0.05054 0.85247 -6.83735
H: 2.02471 0.12495 -4.25965
H: 2.33449 0.86529 -5.84755
H: 2.97487 -0.70364 -5.54462
C: 4.11773 -2.93000 1.54097
O: 3.37230 -2.42902 2.61348
C: 4.06437 -1.55285 3.49759
C: 3.17523 -1.13621 4.66070
O: 3.14898 -2.19629 5.63911
C: 2.63851 -1.72856 6.85316
H: 3.43447 -3.18478 0.73041
H: 4.61871 -3.87478 1.78036
H: 4.88295 -2.28501 1.09443
H: 4.36073 -0.67712 2.91350
H: 4.94672 -2.09308 3.84893
H: 2.11196 -1.04697 4.41997
H: 3.67923 -0.28811 5.13010
H: 1.54527 -1.64351 6.76013
H: 3.00097 -0.77713 7.25966
H: 2.81659 -2.44597 7.65595

ΔE to the lowest compared entry with this formula, charge and spin   51.6 kcal/mol
DFT total energy   -82595.1123 eV
Net charge   0
E_LUMO   -0.4 eV
SMILES string   O=[N+]([O-])c1ccccc1.O=[N+]([O-])c1ccccc1.COCCOC.COCCOC.COCCOC.COCCOC.COCCOC.COCCOC.COCCOC
Orbital gap   8.99 eV

=====

No. 2
This record from the OMol25 dataset describes a cluster of 10 separate species, C40H80O15S5 in total in a non-equilibrium geometry. The level of theory is the ωB97M-V functional and the def2-TZVPD basis.

CARTESIAN COORDINATES (ANGSTROEM)
O: 0.52315 -19.06479 -5.15364
S: 1.32615 -19.55728 -4.04986
O: 2.77803 -19.65147 -4.14983
C: 0.93764 -18.67076 -2.48284
C: 0.14042 -19.70128 -1.63624
C: 0.53188 -21.11043 -2.06521
C: 0.61920 -21.18483 -3.56240
H: 0.33952 -17.76539 -2.59622
H: 1.87170 -18.45114 -1.96965
H: 0.49649 -19.51575 -0.64338
H: -0.94408 -19.49732 -1.67209
H: -0.24935 -21.81428 -1.79116
H: 1.43273 -21.44225 -1.52020
H: -0.26049 -21.29743 -4.16385
H: 1.34978 -21.90545 -3.86163
O: -1.76842 -30.16835 1.15811
S: -1.30798 -29.16388 2.11163
O: -0.50698 -29.57457 3.24674
C: -0.53367 -27.80776 1.19477
C: -1.15820 -26.52375 1.71941
C: -2.68969 -26.84314 1.99996
C: -2.74815 -28.24558 2.71069
H: -0.67849 -28.04587 0.14406
H: 0.53222 -27.94418 1.43236
H: -0.68831 -26.08271 2.62349
H: -1.11311 -25.75905 0.94574
H: -3.30240 -26.71857 1.10832
H: -3.06457 -26.05162 2.63303
H: -3.70320 -28.72404 2.51933
H: -2.67839 -28.22219 3.78491
O: -1.88780 -21.45183 8.53552
S: -2.08783 -22.73186 7.95158
O: -2.53049 -23.82751 8.77347
C: -3.25005 -22.66031 6.53624
C: -2.75945 -23.78345 5.63631
C: -1.23655 -23.59244 5.55233
C: -0.68139 -23.26722 6.92552
H: -3.16846 -21.64114 6.12942
H: -4.24740 -22.75655 6.94058
H: -3.01379 -24.77380 6.02697
H: -3.11438 -23.70518 4.64515
H: -1.07512 -22.69356 4.90690
H: -0.84439 -24.51315 5.14817
H: 0.02255 -22.42679 6.86636
H: -0.12878 -24.10215 7.38497
O: 1.70352 -22.91396 4.23440
S: 2.51962 -24.10808 4.28413
O: 2.34517 -25.10918 5.29907
C: 2.53225 -25.03325 2.67040
C: 3.53261 -24.24294 1.85604
C: 4.76995 -24.02652 2.75082
C: 4.22760 -23.50266 4.18930
H: 1.48403 -25.12306 2.40339
H: 2.89428 -26.00356 2.97148
H: 3.80201 -24.85372 0.98814
H: 3.14943 -23.27715 1.52845
H: 5.35640 -23.19318 2.29077
H: 5.46563 -24.87352 2.76132
H: 4.22338 -22.39774 4.24697
H: 4.83267 -23.82828 5.06245
O: -3.89487 -25.00468 -2.66728
S: -3.78785 -24.21737 -1.44945
O: -3.41196 -24.90313 -0.22668
C: -2.69687 -22.87088 -1.72304
C: -3.41477 -21.69665 -1.00129
C: -4.91040 -21.78927 -1.46666
C: -5.32840 -23.25392 -1.26766
H: -2.57572 -22.69124 -2.79862
H: -1.74694 -23.07026 -1.20913
H: -3.27048 -21.92538 0.05028
H: -2.90425 -20.74592 -1.18516
H: -5.12892 -21.50659 -2.49475
H: -5.56817 -21.19371 -0.81751
H: -5.97189 -23.66771 -2.03841
H: -5.79397 -23.50078 -0.30475
C: 1.09316 -16.31692 1.15871
C: 0.03518 -17.34794 1.54105
C: -1.07819 -17.19249 0.54453
O: -0.44855 -16.69911 -0.59639
C: 0.46955 -15.69393 -0.12735
H: 2.03654 -16.79379 0.94201
H: 1.24619 -15.60851 1.96254
H: -0.24310 -17.31886 2.59583
H: 0.55055 -18.31949 1.48385
H: -1.76820 -16.40101 0.85896
H: -1.67782 -18.07076 0.25953
H: -0.10496 -14.82183 0.16240
H: 1.16827 -15.52840 -0.98521
C: -6.84417 -20.97414 3.51091
C: -5.37956 -20.81167 3.17830
C: -5.33094 -21.23450 1.67648
O: -6.64324 -21.01971 1.13643
C: -7.54411 -20.50791 2.18093
H: -7.18567 -20.34457 4.35049
H: -7.14512 -21.95641 3.81726
H: -4.67954 -21.37752 3.79616
H: -5.04250 -19.77343 3.32251
H: -5.08091 -22.29315 1.65701
H: -4.48850 -20.73612 1.12211
H: -8.57474 -20.89123 2.03091
H: -7.55913 -19.36350 2.18227
C: 1.15177 -19.44540 6.81145
C: -0.13870 -18.74495 7.19102
C: -1.09547 -19.42210 6.20586
O: -0.35666 -19.64936 5.02560
C: 1.02985 -19.56071 5.27622
H: 1.13136 -20.41706 7.32916
H: 2.04801 -18.88164 7.08410
H: 0.02987 -17.67092 7.10300
H: -0.38631 -18.87828 8.24021
H: -1.99259 -18.82266 5.97880
H: -1.36857 -20.39398 6.62229
H: 1.42049 -18.66129 4.87140
H: 1.55877 -20.45744 4.92221
C: -0.51492 -21.21807 2.29556
C: -0.43268 -22.52040 1.52730
C: -1.70969 -23.21794 1.95392
O: -2.67287 -22.21499 2.28513
C: -2.00863 -20.99809 2.59797
H: -0.07065 -20.30451 1.82693
H: 0.04529 -21.37309 3.24262
H: 0.46377 -23.10759 1.79703
H: -0.49087 -22.29066 0.47495
H: -1.44301 -23.72114 2.86746
H: -2.17170 -23.91602 1.27286
H: -2.13119 -20.64391 3.64567
H: -2.49970 -20.35534 1.86124
C: 4.59917 -18.59198 1.58412
C: 3.54071 -19.06240 2.50982
C: 3.03548 -20.38909 1.97721
O: 4.06213 -20.85908 1.07396
C: 5.15580 -19.87048 1.01802
H: 5.35555 -18.03834 2.14262
H: 4.23631 -17.94774 0.82635
H: 2.73466 -18.36221 2.52260
H: 3.87920 -19.20718 3.54028
H: 2.12571 -20.29690 1.39901
H: 2.86234 -21.11045 2.75971
H: 5.47714 -19.78115 -0.02090
H: 6.06652 -20.24694 1.57371

DFT total energy   -127660.8950 eV
Net charge   0
E_LUMO   0.1 eV
SMILES string   O=S1(=O)CCCC1.O=S1(=O)CCCC1.O=S1(=O)CCCC1.O=S1(=O)CCCC1.O=S1(=O)CCCC1.C1CCOC1.C1CCOC1.C1CCOC1.C1CCOC1.C1CCOC1
Orbital gap   10.08 eV

=====

No. 3
This record from the OMol25 dataset describes a cluster of 11 separate species, C40H80O17S2 in total in a non-equilibrium geometry. The level of theory is the ωB97M-V functional and the def2-TZVPD basis.

CARTESIAN COORDINATES (ANGSTROEM)
O: 1.14961 -1.35981 -0.27424
S: 0.23650 -0.37710 0.14411
O: -1.03782 -0.70951 0.66883
O: 1.01468 0.78333 0.91407
C: 0.60605 2.09650 0.49904
C: -0.30835 1.87477 -0.69932
O: -0.05803 0.56381 -1.13174
H: 0.10983 2.57462 1.34205
H: 1.45801 2.71798 0.22526
H: -0.19084 2.63646 -1.47057
H: -1.35189 2.05605 -0.40392
O: 5.86841 -4.63504 3.08079
S: 5.50349 -3.28439 2.86994
O: 6.33530 -2.24900 3.29655
O: 5.18230 -3.04858 1.31883
C: 3.80318 -3.07645 1.00211
C: 3.13604 -3.56424 2.29054
O: 4.00149 -3.05733 3.33369
H: 3.40524 -2.11316 0.68065
H: 3.60319 -3.78897 0.20644
H: 3.15209 -4.65812 2.32173
H: 2.12970 -3.23913 2.53540
C: -1.75338 -1.82303 -2.78914
C: -2.85882 -1.48472 -3.77048
C: -2.49895 -2.40464 -4.96053
O: -1.14246 -2.78197 -4.80260
C: -0.59593 -1.98577 -3.75777
H: -1.98125 -2.75031 -2.25287
H: -1.54379 -1.13250 -1.97791
H: -2.92245 -0.41935 -4.00025
H: -3.86266 -1.72288 -3.40690
H: -2.64403 -1.83906 -5.89065
H: -3.16633 -3.26415 -5.02636
H: -0.26131 -1.02407 -4.17497
H: 0.29526 -2.43271 -3.31701
C: 0.05961 -6.62290 -0.44507
C: -0.21487 -5.76714 -1.67020
C: 0.64961 -4.51879 -1.41556
O: 1.49676 -4.79209 -0.31133
C: 1.48953 -6.19812 -0.09850
H: 0.01344 -7.70144 -0.58941
H: -0.55942 -6.32277 0.40043
H: -1.27996 -5.54561 -1.78717
H: 0.01967 -6.16936 -2.65765
H: 0.03626 -3.62863 -1.26387
H: 1.22831 -4.29050 -2.31944
H: 1.67484 -6.40090 0.95838
H: 2.22640 -6.73594 -0.70419
C: 3.58469 -1.45972 -4.21319
C: 3.34941 0.04419 -4.15037
C: 4.04926 0.41689 -2.83232
O: 3.99503 -0.73716 -2.00984
C: 3.42677 -1.81301 -2.74075
H: 4.59137 -1.70980 -4.55395
H: 2.86377 -2.02479 -4.80399
H: 2.27922 0.27291 -4.14801
H: 3.75417 0.57531 -5.01256
H: 3.61310 1.27653 -2.32544
H: 5.08184 0.64674 -3.12191
H: 2.34985 -1.87288 -2.51413
H: 3.83699 -2.76624 -2.40530
C: -2.25029 4.98916 -5.55883
C: -2.42023 3.46367 -5.69766
C: -1.82445 2.94232 -4.35532
O: -1.32283 4.05222 -3.63953
C: -1.16271 5.15694 -4.53236
H: -3.19976 5.35877 -5.16043
H: -2.08653 5.50231 -6.50469
H: -1.85257 3.05991 -6.53206
H: -3.47772 3.23058 -5.77876
H: -1.01346 2.25056 -4.61339
H: -2.57123 2.41355 -3.76328
H: -0.16664 5.00245 -4.97720
H: -1.11490 6.09013 -3.97829
C: -2.35047 7.01524 0.92959
C: -2.13019 5.97220 2.03930
C: -0.59847 5.70405 2.08612
O: -0.00652 6.63833 1.19545
C: -0.95888 7.10840 0.27347
H: -2.72680 7.96279 1.30505
H: -3.06978 6.59462 0.22820
H: -2.43339 4.97605 1.70822
H: -2.60546 6.26894 2.96813
H: -0.36490 4.70112 1.72603
H: -0.21246 5.85705 3.09346
H: -0.98010 6.51144 -0.64941
H: -0.73434 8.13616 -0.01065
C: -4.26511 1.49419 0.64134
C: -5.45445 0.89120 1.41488
C: -5.49053 -0.57146 0.95594
O: -4.91925 -0.59240 -0.33155
C: -4.04752 0.51906 -0.53060
H: -3.44567 1.47622 1.36257
H: -4.51589 2.50592 0.33443
H: -6.40248 1.37117 1.16408
H: -5.35905 0.92488 2.50076
H: -6.52173 -0.91302 0.86439
H: -4.93427 -1.21199 1.65062
H: -4.44192 1.01206 -1.42437
H: -3.00745 0.22443 -0.65050
C: -1.09836 -3.99800 2.54779
C: -0.79595 -5.16965 3.49398
C: 0.19530 -4.52705 4.48120
O: -0.00515 -3.11349 4.43076
C: -1.05081 -2.81383 3.49248
H: -2.09754 -4.12747 2.12794
H: -0.36506 -3.93580 1.74194
H: -0.31289 -5.99597 2.97372
H: -1.69225 -5.49475 4.01596
H: 1.24459 -4.77945 4.31536
H: -0.04372 -4.84196 5.50370
H: -0.85518 -1.85900 3.01146
H: -1.97027 -2.76355 4.08948
C: -1.85438 0.94602 5.12399
C: -2.95084 2.00818 5.44786
C: -3.10274 2.79774 4.13179
O: -2.03644 2.39953 3.29722
C: -1.08076 1.66930 4.04200
H: -2.34100 0.02530 4.81322
H: -1.23463 0.79891 6.00617
H: -2.60460 2.64996 6.25720
H: -3.87590 1.52849 5.76033
H: -3.07839 3.88039 4.29928
H: -4.07207 2.60378 3.66492
H: -0.28847 2.32491 4.43029
H: -0.55172 1.03677 3.32211
C: 4.68318 1.87101 2.08743
C: 4.29521 0.98799 0.90960
C: 5.59011 0.28132 0.61807
O: 6.59076 1.29300 0.77260
C: 6.14685 2.23192 1.76370
H: 4.62934 1.36653 3.05687
H: 4.05763 2.75332 2.24609
H: 3.99194 1.67394 0.11086
H: 3.43868 0.34305 1.09959
H: 5.63591 -0.17636 -0.36919
H: 5.83831 -0.55124 1.28596
H: 6.24601 3.22142 1.31418
H: 6.78801 2.13328 2.64146

ΔE to the lowest compared entry with this formula, charge and spin   0.0 kcal/mol
DFT total energy   -99249.0346 eV
Net charge   0
E_LUMO   0.3 eV
SMILES string   O=S1(=O)OCCO1.O=S1(=O)OCCO1.C1CCOC1.C1CCOC1.C1CCOC1.C1CCOC1.C1CCOC1.C1CCOC1.C1CCOC1.C1CCOC1.C1CCOC1
Orbital gap   9.21 eV